{"formula": "C27H33N5O2", "method": "ωB97M-V/def2-TZVPD", "homo_ev": -9.46, "smiles": "c1ccncc1.c1ccncc1.c1ccncc1.c1ccncc1.c1ccncc1.CO.CO", "symbols": ["C", "C", "C", "N", "C", "C", "H", "H", "H", "H", "H", "C", "C", "C", "N", "C", "C", "H", "H", "H", "H", "H", "C", "C", "C", "N", "C", "C", "H", "H", "H", "H", "H", "C", "C", "C", "N", "C", "C", "H", "H", "H", "H", "H", "C", "C", "C", "N", "C", "C", "H", "H", "H", "H", "H", "C", "O", "H", "H", "H", "H", "C", "O", "H", "H", "H", "H"], "xyz": [[7.941, -5.652, 4.715], [6.558, -5.671, 4.568], [5.872, -6.700, 5.171], [6.461, -7.595, 5.902], [7.795, -7.656, 5.906], [8.611, -6.692, 5.360], [8.481, -4.962, 4.084], [6.011, -4.874, 4.086], [4.804, -6.655, 5.325], [8.092, -8.550, 6.434], [9.687, -6.765, 5.417], [-3.031, -1.579, -0.505], [-2.926, -0.244, -0.922], [-1.825, 0.547, -0.438], [-0.948, 0.061, 0.471], [-1.109, -1.210, 0.866], [-2.104, -2.047, 0.395], [-3.883, -2.161, -0.823], [-3.622, 0.128, -1.660], [-1.633, 1.559, -0.761], [-0.372, -1.530, 1.588], [-2.101, -3.046, 0.806], [7.657, 3.969, 1.931], [6.674, 2.971, 1.806], [7.120, 1.763, 1.403], [8.451, 1.447, 1.160], [9.341, 2.421, 1.134], [8.994, 3.720, 1.538], [7.311, 4.953, 2.211], [5.623, 3.212, 1.862], [6.369, 1.024, 1.165], [10.371, 2.190, 0.907], [9.780, 4.461, 1.530], [-9.003, -5.180, 6.267], [-8.141, -4.162, 5.875], [-7.786, -4.115, 4.506], [-8.317, -4.926, 3.567], [-9.197, -5.903, 3.930], [-9.498, -6.048, 5.312], [-9.256, -5.413, 7.291], [-7.603, -3.548, 6.582], [-7.140, -3.320, 4.166], [-9.333, -6.696, 3.210], [-10.144, -6.861, 5.608], [-3.869, 5.413, -7.222], [-3.966, 6.566, -8.004], [-4.367, 6.437, -9.321], [-4.553, 5.204, -9.914], [-4.476, 4.095, -9.114], [-4.153, 4.192, -7.757], [-3.635, 5.446, -6.168], [-3.794, 7.544, -7.579], [-4.570, 7.303, -9.933], [-4.822, 3.178, -9.569], [-4.025, 3.252, -7.241], [2.703, -0.733, -5.295], [4.110, -0.929, -5.309], [2.151, -1.670, -5.370], [2.293, -0.244, -4.411], [2.450, -0.117, -6.158], [4.176, -1.745, -4.807], [-3.670, 8.498, -0.778], [-2.460, 8.721, -1.502], [-3.621, 7.738, 0.002], [-4.097, 9.396, -0.330], [-4.394, 8.124, -1.502], [-2.443, 9.667, -1.668]]}